ORCA calculation (ωB97M-V with the def2-TZVPD basis set) on 2 unconnected molecules or ions with the total composition C2H8NO2 in a non-equilibrium geometry.

Values from the calculation:
**Energy relative to the best compared isomer or geometry (same formula, charge and spin)**: 3.085 eV
**HOMO energy**: -15.45 eV
**HOMO-LUMO gap**: 12.20 eV
**Total charge**: +1

```
13
Properties=species:S:1:pos:R:3:forces:R:3:nbo_charge:R:1
C 0.012706 -0.401527 -1.691196 3.0 1.2 0.9 -0.420
C 0.167954 0.411746 0.921628 4.1 3.3 -2.4 0.586
N -0.069867 -0.678195 -0.188876 -2.4 0.4 0.6 -0.559
O 0.428436 -0.274532 2.004629 -0.6 -1.4 3.3 -0.741
O -0.925746 1.262898 0.945053 1.2 -1.1 0.2 -0.684
H -0.183417 -1.298767 -2.303396 0.3 0.4 0.6 0.267
H -0.723776 0.357245 -1.826848 -0.6 0.4 -0.5 0.224
H 1.064635 0.122365 -1.880646 -2.2 -1.5 0.2 0.252
H 1.463860 0.961356 0.563791 -4.2 -1.0 0.5 0.124
H -1.055051 -0.911953 0.007275 -0.2 0.4 -0.3 0.429
H 0.289805 -1.497300 0.232925 1.9 -1.4 -0.2 0.446
H 0.354949 0.040156 2.978795 -0.2 0.0 -2.8 0.571
H -0.824487 1.906508 0.236866 0.0 0.4 0.0 0.506
```
Positions in Å, forces in eV/Å.

---

ORCA calculation (ωB97M-V with the def2-TZVPD basis set) on 3 unconnected molecules or ions with the total composition C26H51ClFN6O5 in a non-equilibrium geometry.

Values from the calculation:
**Expectation value of S²**: 2.01
**Energy relative to the best compared isomer or geometry (same formula, charge and spin)**: 8.832 eV
**HOMO energy (spin up / spin down)**: -10.68 / -11.23 eV
**HOMO-LUMO gap (spin up / spin down)**: 4.50 / 5.05 eV
**Spin multiplicity**: 3
**Total charge**: +1

```
90
Properties=species:S:1:pos:R:3:forces:R:3:mulliken_charge:R:1
C 6.460175 -3.805198 -0.935004 0.1 -1.3 -0.2 -0.543
O 6.647056 -2.512052 -1.662480 -3.2 0.1 1.4 -0.349
C 5.373366 -1.732877 -1.629961 1.6 -0.4 -2.0 -0.183
N 4.830391 -1.674554 -0.190897 -2.7 2.9 -1.0 -0.178
C 3.417318 -1.070292 -0.239571 -0.1 -0.4 0.4 -0.216
N 2.208466 -1.977930 -0.211053 2.4 1.9 -0.8 -0.210
C 1.520019 -2.087992 -1.554782 -1.8 -0.6 -1.1 -0.269
C 0.106341 -2.933858 -1.266806 1.1 -0.3 0.7 -0.369
C 0.529512 -4.502322 -1.027292 -0.3 0.3 1.0 -0.340
Cl 0.927451 -5.272574 -2.701897 -0.3 0.8 1.8 -0.208
N 3.267471 0.293195 -0.289423 0.0 -1.7 0.7 0.102
C 1.969733 1.063156 -0.363925 -0.9 7.0 -4.1 -0.049
O 1.988357 2.219260 -1.078425 0.4 -8.4 5.0 -0.436
N 0.664089 0.716594 0.314390 4.2 -0.6 1.9 -0.002
C 0.784301 0.618250 1.818856 -7.4 0.8 4.9 0.609
O -0.352061 0.827278 2.532610 9.0 -1.7 -5.2 -0.428
F 2.025081 0.271711 2.556636 -3.3 1.1 -3.2 -0.198
H 5.416879 -4.304557 -1.230032 2.2 1.2 0.8 0.233
H 6.562845 -3.665388 0.224329 -0.4 -0.2 -2.3 0.234
H 7.308367 -4.550063 -1.290542 -1.7 1.9 0.6 0.259
H 5.663421 -0.648940 -2.035732 -0.6 -2.3 1.0 0.282
H 4.590048 -2.191077 -2.391113 1.4 0.7 1.9 0.277
H 5.460039 -0.973497 0.286984 -0.9 -0.8 -0.4 0.380
H 1.549902 -1.757833 0.568756 0.9 0.1 -0.9 0.406
H 1.191776 -1.045355 -2.015824 1.0 -1.9 0.8 0.199
H 2.199494 -2.694074 -2.319332 -1.5 1.4 1.7 0.294
H -0.696897 -2.761116 -2.104428 1.8 -0.5 1.6 0.329
H -0.319897 -2.543151 -0.228905 0.6 -0.7 -2.1 0.143
H 1.505601 -4.542406 -0.341244 -2.1 0.0 -1.8 0.308
H -0.322929 -5.130118 -0.477547 1.8 1.5 -1.6 0.213
H 4.162369 0.868107 -0.274157 -1.7 -0.6 -0.3 0.356
H 0.181954 -0.103456 -0.113952 0.3 0.8 0.6 0.313
C 0.984633 5.528772 -1.706857 -0.2 0.0 0.1 -1.653
C 2.314650 6.285834 -1.440782 -0.4 -1.8 -0.7 1.722
C 2.894109 5.856118 -0.065013 0.1 0.4 0.1 -0.839
C 2.130678 6.441341 1.118949 0.0 0.0 0.0 -0.507
C 2.019271 7.959120 1.000662 0.2 -0.2 -0.2 -1.252
C 1.421828 8.421627 -0.355293 -1.6 1.1 0.7 1.571
N 2.086505 7.767645 -1.533028 4.7 1.4 1.0 0.252
O 3.344822 8.377986 -1.698879 -3.5 -1.5 0.0 -0.478
C -0.105021 8.140267 -0.378346 -0.1 -0.3 0.0 -1.675
C 1.488668 9.983644 -0.418389 0.7 -0.3 -0.4 -1.697
C 3.261105 5.750160 -2.565278 0.2 0.8 0.2 -1.631
H 0.335894 5.467870 -0.833502 0.0 0.2 -0.1 0.244
H 0.425768 5.988934 -2.528370 0.1 0.0 0.2 0.392
H 1.169429 4.485853 -1.990143 0.2 0.3 0.0 0.420
H 3.945375 6.168525 0.011619 -0.2 0.1 -0.2 0.402
H 2.898672 4.761803 0.017746 -0.1 0.1 -0.3 -0.061
H 1.135980 5.990870 1.194708 0.0 0.0 0.0 0.298
H 2.649581 6.185666 2.051182 -0.1 0.0 -0.1 0.390
H 1.410593 8.338498 1.831824 0.0 0.1 -0.3 0.370
H 3.018230 8.390860 1.136625 -0.1 0.0 -0.2 0.369
H -0.525964 8.325863 -1.373503 0.2 -0.1 0.1 0.379
H -0.636855 8.795028 0.323216 0.3 0.0 -0.1 0.447
H -0.373340 7.130446 -0.074421 0.1 0.0 -0.1 0.277
H 2.508349 10.370563 -0.305988 -0.2 -0.3 -0.2 0.350
H 0.902623 10.435284 0.391162 0.0 -0.4 -0.1 0.412
H 1.081426 10.357207 -1.365725 0.1 -0.1 0.1 0.435
H 2.891077 6.034418 -3.557963 0.0 0.0 0.2 0.446
H 3.321085 4.655412 -2.539306 -0.3 0.2 0.2 0.283
H 4.290809 6.110869 -2.465126 -0.3 0.2 0.0 0.368
C -5.387090 -7.181332 1.886365 -0.3 0.1 -0.1 -1.680
C -4.221143 -6.162007 2.006489 -0.5 -1.7 1.1 1.705
C -4.558876 -5.108121 3.096639 0.1 0.3 -0.2 -1.205
C -5.614793 -4.100471 2.653061 0.0 0.0 0.0 -0.508
C -5.221946 -3.443182 1.332569 0.2 -0.2 0.2 -1.181
C -4.899711 -4.469918 0.213891 -1.4 0.6 -1.4 1.688
N -3.946935 -5.539062 0.667432 3.8 3.2 1.6 0.238
O -2.663568 -4.962090 0.726205 -3.2 -1.8 -0.6 -0.456
C -6.215766 -5.110737 -0.304096 -0.2 -0.2 0.1 -1.708
C -4.376427 -3.690111 -1.037677 0.6 -0.3 0.4 -1.679
C -3.031547 -7.039491 2.518445 0.3 0.6 -0.5 -1.828
H -6.373781 -6.719940 1.915988 0.1 0.0 -0.1 0.290
H -5.302593 -7.771640 0.968020 0.0 0.1 0.1 0.371
H -5.385236 -7.889500 2.723368 0.3 0.2 -0.1 0.460
H -3.650091 -4.557036 3.377788 0.0 -0.2 -0.2 0.370
H -4.902821 -5.607689 4.011259 0.1 -0.2 -0.3 0.346
H -6.592522 -4.584062 2.562113 0.1 0.0 0.0 0.314
H -5.730437 -3.328536 3.424056 0.0 -0.1 -0.1 0.376
H -6.031514 -2.774801 1.011458 0.2 -0.2 -0.2 0.361
H -4.352392 -2.799361 1.511946 0.1 -0.2 -0.1 0.328
H -6.007964 -5.938499 -0.992285 0.0 0.1 0.2 0.378
H -6.820309 -4.378910 -0.854285 0.4 0.0 0.1 0.445
H -6.870463 -5.475608 0.484792 0.1 -0.1 0.0 0.305
H -3.490616 -3.081803 -0.819985 -0.1 -0.3 0.1 0.177
H -5.136408 -2.994438 -1.413536 -0.1 -0.3 0.3 0.432
H -4.128881 -4.378140 -1.855098 0.0 0.1 0.2 0.463
H -2.755743 -7.798278 1.775934 -0.1 0.2 0.1 0.442
H -3.301737 -7.567203 3.441083 -0.3 0.2 -0.3 0.441
H -2.138711 -6.451386 2.758043 -0.2 0.0 -0.2 0.321
```
Positions in Å, forces in eV/Å.

---

ORCA calculation (ωB97M-V with the def2-TZVPD basis set) on a molecular structure, C27H50N2O4OsPS2 in a non-equilibrium geometry.

Values from the calculation:
**Energy relative to the best compared isomer or geometry (same formula, charge and spin)**: 0.392 eV
**HOMO energy (spin up / spin down)**: -10.05 / -10.05 eV
**HOMO-LUMO gap (spin up / spin down)**: 7.50 / 7.50 eV
**Total charge**: +1

```
87
Properties=species:S:1:pos:R:3:forces:R:3:mulliken_charge:R:1
Os 0.110695 -0.771088 -0.690919 0.8 0.8 0.6 1.298
N -1.930502 -0.992307 0.239132 0.0 -0.2 -0.1 -0.610
C -2.504265 0.270261 0.752506 0.1 0.0 -0.2 -0.292
C -2.612248 1.292458 -0.364019 0.0 0.0 0.0 -1.064
C -1.295256 1.948161 -0.744518 -0.1 0.0 -0.1 0.647
O -1.242468 3.146345 -0.928284 0.0 0.0 0.0 -0.705
O -0.234066 1.197912 -0.882939 0.1 0.0 0.0 -0.748
H -2.594285 -1.401127 -0.414715 0.1 -0.1 0.0 0.456
H -1.807245 -1.670469 0.985263 -0.2 0.1 0.1 0.216
H -1.832717 0.625086 1.533130 -0.1 0.1 -0.1 -0.094
H -3.487491 0.096514 1.191815 0.0 0.0 0.1 0.575
H -3.281010 2.098443 -0.069138 0.0 0.0 0.0 0.487
H -3.045605 0.831796 -1.259014 0.0 0.0 0.0 0.284
O 0.527743 -0.372768 1.504896 0.0 0.0 0.3 1.213
P 1.279723 -0.518436 2.821022 0.2 -0.1 0.6 -0.240
C 2.403617 -1.993278 2.988896 -0.2 0.0 0.0 -0.073
C 3.320978 -2.291668 1.796054 0.0 0.0 -0.1 -1.842
C 2.500054 -2.812841 0.615486 0.1 -0.1 0.4 1.348
C 1.706510 -4.067586 0.955742 0.0 0.0 0.0 -1.674
C 0.864345 -3.864408 2.209396 -0.1 -0.1 0.1 0.438
C 1.708957 -3.314897 3.353808 0.1 0.0 0.0 -1.916
C 2.361416 0.901174 3.286129 0.0 0.0 -0.1 0.031
C 3.826127 0.859754 2.830473 0.0 0.0 0.1 -2.023
C 4.001893 1.264662 1.375348 0.1 0.0 0.0 1.088
C 3.440238 2.664560 1.143219 0.0 -0.1 0.0 -1.552
C 1.962498 2.710862 1.517480 0.0 0.0 0.0 0.606
C 1.749683 2.276882 2.962414 -0.1 0.1 0.0 -1.370
C 0.265536 -0.680358 4.394203 -0.1 0.0 -0.3 -0.010
C -0.207107 0.619819 5.069642 0.1 0.0 0.1 -1.647
C -1.462739 1.220458 4.455579 -0.1 0.0 0.0 0.038
C -2.612781 0.219372 4.497579 0.0 0.0 -0.1 -1.364
C -2.192549 -1.067974 3.798559 0.0 0.0 0.0 0.301
C -0.922418 -1.664007 4.390681 0.0 0.1 0.1 -1.452
H 3.006502 -1.685024 3.852502 0.0 0.0 0.0 0.994
H 4.039470 -3.050303 2.124477 0.0 0.0 0.0 0.533
H 3.903968 -1.424320 1.483672 -0.1 0.0 0.0 0.305
H 3.134640 -2.980601 -0.253668 -0.1 0.1 -0.1 0.596
H 1.815909 -1.982491 0.413107 -0.1 -0.2 -0.5 -1.601
H 2.385841 -4.912763 1.105108 0.0 0.0 0.0 0.410
H 1.061544 -4.336984 0.116919 0.0 0.0 0.0 0.483
H 0.406801 -4.809758 2.510306 0.0 0.0 0.0 0.447
H 0.043926 -3.173894 1.979363 0.0 0.0 0.0 -0.371
H 2.505957 -4.038819 3.556363 0.0 0.0 0.0 0.606
H 1.147917 -3.231097 4.282410 0.0 0.0 0.0 0.512
H 2.381534 0.797835 4.376428 0.0 -0.1 0.0 0.919
H 4.278717 -0.110449 3.038414 0.0 0.0 0.0 0.516
H 4.367750 1.578022 3.455683 0.0 0.0 0.0 0.541
H 3.476137 0.549095 0.734524 0.0 0.0 0.0 -0.963
H 5.060835 1.224242 1.106802 0.0 0.0 0.0 0.413
H 3.581842 2.975370 0.107592 0.0 0.0 0.0 0.491
H 4.001119 3.376436 1.758018 0.0 0.0 0.0 0.522
H 1.385623 2.054141 0.860342 0.0 0.0 0.0 -0.688
H 1.563367 3.716643 1.377717 0.0 0.0 0.0 0.542
H 0.686489 2.310075 3.201640 0.0 0.0 0.0 0.130
H 2.236626 2.997943 3.628798 0.0 0.0 0.0 0.562
H 1.030120 -1.113229 5.051246 0.1 0.0 -0.1 0.811
H 0.586500 1.361675 5.122351 0.0 0.0 0.0 0.495
H -0.438858 0.358538 6.108297 0.0 0.0 0.0 0.606
H -1.277626 1.505573 3.415264 0.0 0.0 0.0 -0.033
H -1.723543 2.137368 4.987175 0.0 0.0 0.0 0.398
H -3.498437 0.643255 4.019772 0.0 0.0 0.0 0.498
H -2.883144 0.005771 5.536018 0.0 0.0 0.0 0.427
H -2.000410 -0.827366 2.755665 0.0 -0.1 0.1 -0.805
H -2.989282 -1.814420 3.832441 0.0 0.0 0.0 0.512
H -0.687028 -2.597126 3.890932 0.0 0.0 -0.1 0.347
H -1.114627 -1.917603 5.439503 0.0 0.0 0.0 0.549
S -0.725130 -1.754116 -2.532415 -0.4 -0.1 -0.6 -0.603
C -0.669903 -0.782742 -3.910308 -0.1 -0.1 0.1 0.468
N -1.040064 -1.196330 -5.119617 0.0 0.0 0.0 -0.217
C -0.694571 -0.322604 -6.236222 -0.1 0.1 -0.1 -0.561
C -0.642056 1.079595 -5.641144 0.0 0.0 0.0 -0.580
S -0.150076 0.857902 -3.894240 0.0 0.1 -0.1 0.068
H -1.289402 -2.163381 -5.263094 0.0 0.0 0.0 0.257
H -1.452432 -0.392823 -7.014448 0.0 0.0 0.0 0.335
H 0.271373 -0.614907 -6.656158 0.0 0.0 0.0 0.276
H -1.615590 1.565240 -5.663646 0.0 0.0 0.0 0.314
H 0.085319 1.712382 -6.141735 0.0 0.0 0.0 0.415
C 3.519064 -1.339044 -3.056862 0.0 0.0 0.0 -0.925
O 2.310452 -1.449862 -2.296000 0.0 0.0 0.0 -0.255
C 1.788727 -0.424674 -1.611556 0.0 -0.7 0.2 1.797
C 2.570812 0.841181 -1.703739 -0.3 0.3 -0.2 -1.982
H 4.376025 -1.164428 -2.406612 0.0 0.0 0.0 0.309
H 3.445432 -0.541560 -3.795678 0.0 0.0 0.0 0.355
H 3.633613 -2.295913 -3.557620 0.0 0.0 0.0 0.315
H 2.537789 1.218362 -2.731685 0.0 0.0 0.0 0.591
H 3.620956 0.692485 -1.454294 0.0 0.0 0.1 0.689
H 2.123121 1.592093 -1.066414 0.0 0.1 0.0 -0.118
```
Positions in Å, forces in eV/Å.